DFT (wB97M-V/def2-TZVPD) results for a cluster of 2 separate species, C4H7NO in total at a distorted geometry.

Geometry as XYZ:
```
13
Properties=species:S:1:pos:R:3:forces:R:3
C -0.5241 1.7048 1.5520 -0.1 0.0 0.1
N 0.6615 1.5810 0.7785 1.0 -0.1 -0.6
C 1.6228 1.4294 0.1265 -0.9 0.2 0.7
C 0.1244 -0.8852 -1.6030 0.1 0.0 -0.3
C 0.1430 -1.9979 -0.6554 0.1 -0.3 0.0
O -0.6535 -0.8487 -0.4131 -0.2 0.1 0.1
H -1.1031 0.7843 1.4518 0.1 0.1 0.0
H -1.1144 2.5493 1.1875 0.1 -0.1 0.0
H -0.2612 1.8768 2.5987 0.0 0.0 -0.2
H 0.9663 -0.1947 -1.6257 -0.2 -0.1 0.0
H -0.4500 -0.9717 -2.5245 0.1 0.0 0.2
H -0.4134 -2.9081 -0.8774 0.1 0.1 0.0
H 1.0018 -2.1192 0.0041 -0.1 0.1 -0.1
```
Forces are in eV/Å.

HOMO = -10.39 eV
Energy relative to the best compared isomer or geometry (same formula, charge and spin) = 325.18 kJ/mol
Kohn-Sham gap = 11.419 eV
Charge = 0

DFT (wB97M-V/def2-TZVPD) results for an isolated molecule of C4H7NO at a distorted geometry.

Geometry as XYZ:
```
13
Properties=species:S:1:pos:R:3:forces:R:3
C 0.3459 -1.3574 1.9254 0.6 -0.4 0.2
C 0.5597 -1.0665 0.6764 1.4 -0.9 -3.0
O 1.6315 -1.2376 -0.4375 -0.8 -0.2 2.5
C 0.4234 -0.6104 -0.6896 -2.1 1.1 1.7
N 0.3970 0.8338 -0.6619 1.1 0.3 -1.0
C -0.9105 1.4559 -0.7552 0.1 -0.4 -0.2
H -0.5280 -0.9953 2.4407 -0.3 -0.1 -0.2
H 1.0464 -1.9617 2.4805 0.2 0.2 0.1
H -0.2776 -1.1391 -1.3524 0.3 0.2 -0.2
H 1.0618 1.2145 -1.3274 -0.2 0.0 -0.1
H -1.4302 1.2153 -1.6931 -0.1 0.1 0.1
H -0.7970 2.5363 -0.6845 0.0 0.0 0.0
H -1.5224 1.1122 0.0785 -0.1 0.1 0.0
```
Forces are in eV/Å.

HOMO = -8.91 eV
Energy relative to the best compared isomer or geometry (same formula, charge and spin) = 362.58 kJ/mol
SMILES = C=C1O[C@@H]1NC
Kohn-Sham gap = 9.964 eV
Charge = 0